Below is a structure of composition C6H7Br3I2O4S, with properties calculated with ωB97M-V with the def2-TZVPD basis set.

Geometry as XYZ:
```
23
Properties=species:S:1:pos:R:3:forces:R:3:mulliken_charge:R:1
I 2.49591 -0.86916 -2.06239 0.1 0.0 -0.1 0.099
I 1.24914 -1.81328 2.67511 0.0 0.0 0.0 0.099
Br -1.70406 5.12996 -0.05561 0.0 0.0 0.0 -0.022
Br -1.05218 3.59394 -2.75981 0.0 0.0 0.0 -0.039
Br -4.06903 4.19307 -1.96329 0.0 0.0 0.0 -0.028
S -1.91365 0.09348 1.02195 0.2 0.1 0.4 1.151
O -2.13947 -0.30206 2.36478 0.1 0.1 -0.1 -0.547
O -0.34243 0.22654 0.76512 0.0 -0.1 0.2 -0.286
O -2.56007 1.24699 0.50274 -0.1 -0.1 -0.1 -0.622
O -2.16527 -1.12554 0.04946 0.0 -0.1 -0.4 -0.329
C -2.30376 3.80427 -1.31070 0.0 0.0 0.0 0.581
C 0.07825 -0.63924 -0.30350 0.0 0.1 -0.5 -0.172
C 1.53227 -1.01825 -0.21353 -0.1 0.0 0.4 -0.451
C 3.67707 -1.76463 0.87865 -0.1 0.2 0.0 -1.439
C 2.21232 -1.43923 0.84881 0.0 -0.1 -0.1 0.459
C -0.92115 -1.78742 -0.28627 -0.4 0.0 0.2 -0.217
H -2.35560 2.86259 -0.78280 0.0 0.1 0.0 -0.411
H 4.06916 -1.66317 1.88721 0.0 -0.1 0.0 0.411
H 4.22828 -1.08280 0.23125 0.0 -0.1 -0.1 0.429
H -0.07350 -0.08127 -1.23081 0.0 0.0 0.1 0.475
H -0.72806 -2.54235 0.47364 0.2 0.0 0.0 0.282
H -1.05675 -2.23553 -1.26545 0.0 0.0 0.0 0.266
H 3.84258 -2.78690 0.53545 0.0 0.0 0.0 0.310
```
Positions in Å, forces in eV/Å.

- M (g mol⁻¹) = 668.70
- calculated total energy (Eh) = -9249.3537
- HOMO-LUMO gap (eV) = 9.1

Below is a structure of composition C7H3MoNO5Se3Te at a distorted geometry, with properties calculated with ωB97M-V with the def2-TZVPD basis set.

Geometry as XYZ:
```
21
Properties=species:S:1:pos:R:3:forces:R:3:mulliken_charge:R:1
Te 4.53442 -0.43406 -3.88212 -1.0 0.3 0.1 0.260
Mo 0.90309 -0.21883 -1.79177 -2.1 0.9 -0.2 0.852
Se 3.01586 0.28205 -5.63191 0.6 -0.3 0.8 -0.233
Se -0.52136 -0.43186 -3.57438 1.3 0.3 0.5 -0.252
Se 3.39783 0.02629 -1.51385 -0.3 0.2 -1.1 -0.227
O -0.54107 -3.54127 0.09729 -0.2 0.6 0.2 -0.571
O -1.95489 0.05947 3.63061 0.7 -0.6 -0.1 -0.466
O -0.72096 3.37650 -0.32212 0.2 -1.1 0.0 -0.605
O 0.44940 1.84583 -1.55584 -0.5 -0.2 1.7 -0.567
O 0.51070 -2.06650 -1.24880 -0.4 -0.8 1.3 -0.596
N -0.00521 -0.07002 0.16040 -0.3 -0.1 -1.6 -0.198
C -0.18706 -2.41871 -0.13362 1.6 -0.8 -1.6 0.513
C -0.94349 -1.18139 2.00142 0.2 0.3 -0.8 -0.605
C -1.17326 0.11286 2.52878 -1.2 -0.2 0.2 1.053
C -0.38830 1.16973 0.56042 0.7 -1.5 0.4 0.212
C -0.36824 -1.24726 0.74320 -0.3 2.5 1.5 0.369
C -0.25965 2.26743 -0.48844 1.4 0.0 -1.3 0.584
C -0.88400 1.30725 1.83431 -1.1 0.5 0.0 -0.668
H -2.22580 0.89701 3.98460 0.0 0.9 0.0 0.326
H -1.27165 2.32021 2.10568 0.4 -1.1 0.1 0.350
H -1.36635 -2.05473 2.49614 0.3 0.2 -0.1 0.470
```
Positions in Å, forces in eV/Å.

- M (g mol⁻¹) = 641.52
- ⟨S²⟩ = 2.30
- calculated total energy (Eh) = -8240.0700
- HOMO-LUMO gap (spin up / spin down) (eV) = 5.7 / 6.6
- spin multiplicity = 3

Below is an isolated molecule of C16H24N3O4P at a distorted geometry, with properties calculated with ωB97M-V with the def2-TZVPD basis set.

Geometry as XYZ:
```
48
Properties=species:S:1:pos:R:3:forces:R:3:mulliken_charge:R:1
P -0.86854 -2.58431 -0.56352 -0.1 -0.2 0.4 1.263
O 1.22712 3.95737 0.53416 -0.1 0.2 -0.4 -0.537
O -0.34683 -3.25192 -1.92972 0.0 0.1 0.0 -0.577
O -2.42776 -2.31038 -0.87814 0.1 0.1 0.0 -0.549
O 4.05828 0.69862 -0.69094 -0.1 0.0 -0.3 -0.494
N -6.07159 2.33467 0.08216 0.0 0.2 -0.1 -0.644
N -0.68394 -3.52429 0.63594 0.1 0.2 -0.3 -0.863
N 2.85019 2.67859 -0.53857 -0.6 -0.8 0.0 -0.296
C 1.53845 2.93077 0.00194 0.2 0.0 0.1 0.236
C 0.75380 1.66225 -0.09591 0.1 -0.3 0.0 -0.231
C 2.99427 1.23932 -0.59315 0.1 0.3 0.1 -0.149
C 1.24708 -0.68995 -0.58449 0.0 0.0 0.0 -0.162
C -3.96512 1.69477 1.17194 0.0 0.1 0.2 -0.403
C -0.60109 1.43326 0.08901 -0.1 0.1 0.0 0.154
C -1.58309 2.51779 0.46043 0.2 0.1 0.4 -0.487
C -1.01566 0.11682 -0.11100 0.2 -0.2 0.0 -0.402
C 5.31377 -2.50846 -0.06616 -0.1 -0.2 -0.3 -0.953
C 2.25518 -1.76826 -0.87589 0.2 -0.1 0.0 -1.042
C 2.80033 -2.40709 0.41581 -0.2 0.3 0.0 -0.172
C 1.63764 0.63467 -0.43060 -0.1 0.2 0.2 0.235
C -4.65815 2.68818 0.24548 0.0 -0.2 0.1 -0.474
C 4.01545 -3.29683 0.17271 0.2 0.1 0.2 -0.671
C -0.13432 -0.92743 -0.42966 -0.2 0.2 -0.2 -0.234
C -2.54944 2.10887 1.59679 0.0 -0.2 -0.2 -1.101
H 5.81815 -2.29383 0.87625 0.0 0.1 0.0 0.316
H -2.59109 -1.72909 -1.62995 -0.1 0.0 0.0 0.326
H 4.15637 -3.91387 1.06487 0.0 -0.1 -0.2 0.338
H 6.00235 -3.08629 -0.68783 0.0 0.0 0.1 0.321
H -6.46127 2.85874 -0.69300 0.0 -0.1 0.0 0.233
H 3.09572 -1.33471 -1.42116 -0.1 0.0 0.0 0.569
H 5.12946 -1.56805 -0.58927 0.0 0.0 0.1 0.204
H 2.95758 3.05890 -1.47450 0.5 0.5 0.3 0.306
H -6.60123 2.62852 0.89553 0.0 -0.1 0.1 0.238
H -0.64366 -2.81941 -2.73779 0.0 0.0 0.0 0.357
H -4.50913 3.69907 0.65305 0.0 0.0 -0.1 0.238
H 1.81088 -2.54270 -1.50015 0.0 0.0 0.0 0.621
H -1.00456 3.37999 0.79149 -0.1 0.0 -0.1 0.414
H -2.12705 2.83484 -0.43190 0.0 0.0 0.0 0.429
H -3.97153 0.69606 0.72493 -0.1 0.1 -0.1 0.100
H 3.06250 -1.59943 1.11102 0.1 -0.1 0.0 0.315
H -0.17169 -3.10998 1.40207 -0.1 -0.1 0.1 0.283
H -2.61721 2.93073 2.31279 0.0 0.0 -0.1 0.406
H -4.19941 2.65918 -0.74603 0.0 0.1 0.0 0.369
H -2.06635 -0.11808 0.01360 0.1 0.0 0.0 0.783
H -2.10020 1.27153 2.13974 0.0 0.1 0.1 0.475
H 1.99419 -2.97450 0.88912 0.1 0.0 -0.1 0.176
H -4.57059 1.62044 2.08242 0.0 -0.1 -0.1 0.416
H 3.82176 -3.97512 -0.66397 -0.1 0.0 0.1 0.318
```
Positions in Å, forces in eV/Å.

- M (g mol⁻¹) = 353.36
- calculated total energy (Eh) = -1430.7448
- HOMO-LUMO gap (eV) = 8.9
- SMILES = CCCCc1c(P(=N)(O)O)cc(CCCCN)c2c1C(=O)NC2=O

Below is an isolated molecule of C3H5NO2, with properties calculated with ωB97M-V with the def2-TZVPD basis set.

Geometry as XYZ:
```
11
Properties=species:S:1:pos:R:3:forces:R:3:mulliken_charge:R:1
O -0.15448 1.59520 1.30263 -0.4 -0.3 0.0 -0.510
O 0.43632 -2.02762 -0.42072 -0.1 0.4 0.0 -0.555
N -0.88484 -0.37711 0.36556 0.0 -0.1 0.1 -0.136
C -1.01333 0.76158 1.13329 0.2 0.2 0.0 0.057
C 0.28716 -0.83717 -0.26869 0.1 -0.2 -0.1 0.477
C 1.24154 0.19592 -0.80428 0.0 0.0 -0.1 -0.827
H -2.01292 0.82624 1.59862 0.1 0.0 0.0 0.350
H -1.59121 -1.09483 0.47083 0.1 0.1 0.1 0.273
H 2.16027 0.19608 -0.21052 -0.1 0.0 -0.1 0.245
H 0.82822 1.20278 -0.79453 0.1 -0.2 0.0 0.327
H 1.48714 -0.11578 -1.82238 0.1 0.0 0.1 0.300
```
Positions in Å, forces in eV/Å.

- M (g mol⁻¹) = 87.08
- calculated total energy (Eh) = -322.5693
- HOMO-LUMO gap (eV) = 11.1
- SMILES = CC(=O)NC=O